ORCA calculation (the ωB97M-V functional and the def2-TZVPD basis) on a cluster of 4 separate species, C2H13NO4 in total at a distorted geometry.

Output
2S+1: 1
Total charge: 0
SMILES: CNCO.O.O.O
Strongest force on any atom in hartree/bohr: 0.08754
Energy above the lowest of the compared OMol25 structures with the same formula, charge and spin in eV: 1.5857
HOMO in eV: -9.59
Frontier orbital gap in eV: 9.9

Structure (XYZ):
```
20
Properties=species:S:1:pos:R:3:forces:R:3:mulliken_charge:R:1
C 1.1976 -2.6758 0.1406 -0.6181 0.4330 0.5054 -0.7213
N 1.5261 -1.5090 0.9648 -1.0660 1.2622 -0.8054 -0.3471
C 0.4701 -0.5011 0.9706 1.7542 -0.7185 0.7097 -0.3663
O -0.6749 -0.9237 1.7049 0.3676 -0.6023 2.5183 -0.6511
H 0.9470 -2.2562 -0.8497 0.6093 -0.5371 0.1440 0.2449
H 2.0761 -3.3241 0.1716 -0.3683 -0.1312 -0.5012 0.3128
H 0.2680 -3.2054 0.4504 0.6534 0.0451 0.0872 0.2743
H 1.7585 -1.6675 1.9279 0.3391 -0.6004 0.2248 0.2470
H 0.1938 -0.2524 -0.0497 -0.4525 -0.5054 -0.2050 0.3387
H 0.9284 0.4156 1.3514 -0.2470 0.0523 0.5398 0.2676
H -0.4259 -1.2623 2.6684 -0.5852 1.2479 -3.2245 0.3427
O -0.8130 2.2858 -0.8030 0.0551 -0.3368 0.2193 -0.6799
H -1.6102 2.0539 -1.3255 0.8309 -0.3732 0.8465 0.3388
H -0.5374 1.5692 -0.1768 -0.9141 0.8227 -1.2071 0.3314
O -2.8629 -0.4243 0.0831 -0.8437 -0.1738 -0.9768 -0.6268
H -3.0576 0.4920 0.2253 -0.4481 0.7450 0.0879 0.3016
H -2.0478 -0.5365 0.5419 0.9575 -0.5792 0.9200 0.3854
O 1.5864 2.9674 -2.7077 -1.4941 -2.5742 -3.3769 -0.6214
H 0.7395 2.8948 -2.3029 -0.6724 0.2470 1.1134 0.3433
H 2.1945 3.4618 -2.2712 2.1424 2.2769 2.3804 0.2855
```
Forces are in eV/Å.


ORCA calculation (the ωB97M-V functional and the def2-TZVPD basis) on an isolated molecule of CHN2O2P at a distorted geometry.

Output
2S+1: 1
Total charge: 0
SMILES: N#CP[N+](=O)[O-]
Strongest force on any atom in hartree/bohr: 0.04400
Energy above the lowest of the compared OMol25 structures with the same formula, charge and spin in eV: 0.0216
HOMO in eV: -11.26
Frontier orbital gap in eV: 10.5

Structure (XYZ):
```
7
Properties=species:S:1:pos:R:3:forces:R:3:mulliken_charge:R:1
N 0.5390 2.4838 0.3106 0.3476 0.6156 0.1388 -0.2736
C -0.0424 1.5308 0.0617 -0.3180 -0.3628 -0.1653 0.3369
P -1.0558 0.1177 -0.2762 0.5806 -0.3057 -2.1653 -0.0143
N 0.1426 -1.0892 0.4000 -0.0372 0.0733 -0.0121 0.8244
O 0.5911 -0.8659 1.4946 0.1533 -0.0948 0.2757 -0.4889
O 0.3366 -2.0594 -0.2910 0.1104 -0.4284 -0.0135 -0.5245
H -0.5110 -0.1177 -1.6997 -0.8365 0.5028 1.9417 0.1401
```
Forces are in eV/Å.


ORCA calculation (the ωB97M-V functional and the def2-TZVPD basis) on a cluster of 2 separate species, C3H9NO3 in total at a distorted geometry.

Output
2S+1: 1
Total charge: 0
SMILES: CC(=O)NCO.O
Strongest force on any atom in hartree/bohr: 0.04738
Energy above the lowest of the compared OMol25 structures with the same formula, charge and spin in eV: 0.9752
HOMO in eV: -9.90
Frontier orbital gap in eV: 10.2

Structure (XYZ):
```
16
Properties=species:S:1:pos:R:3:forces:R:3:mulliken_charge:R:1
C 0.7005 1.2593 -0.9004 -0.0075 0.5236 -1.4477 -1.0042
C 1.6809 0.2695 -0.4206 1.8780 -0.1872 1.5410 0.6316
O 2.8296 0.2011 -0.8221 -0.5780 -0.1281 -0.5427 -0.6054
N 1.3716 -0.5050 0.7045 -1.0453 0.0813 -1.0371 -0.1796
C 0.0446 -0.5970 1.2356 0.4623 -0.4033 0.8788 -0.4606
O -0.9428 -1.2503 0.4423 0.1561 -0.5603 -0.1211 -0.5946
H 0.5776 2.1117 -0.2328 -0.4910 -0.4115 0.3972 0.3072
H -0.2074 0.7846 -1.2747 -0.2727 0.3191 0.5553 0.2967
H 1.1550 1.7179 -1.7768 0.1285 -0.0895 -0.1168 0.3070
H 1.9492 -1.3311 0.7512 0.1076 0.0605 0.1936 0.2556
H -0.3419 0.3997 1.4582 0.0524 -0.1226 -0.1602 0.3183
H 0.1676 -1.1546 2.1650 -0.2607 0.1854 0.1660 0.3873
H -1.0835 -2.1792 0.6857 0.3051 0.5047 -0.0351 0.3081
O -2.5189 0.4204 -0.8589 0.2391 -0.2515 0.3131 -0.6777
H -1.9705 -0.2124 -0.3295 -0.6849 0.4316 -0.5635 0.4182
H -3.4116 0.0653 -0.8263 0.0112 0.0478 -0.0210 0.2920
```
Forces are in eV/Å.